No. 1
Formula: C34H45N7O5S2SeY
Source: the Open Molecules 2025 dataset
Level of theory: the ωB97M-V functional and the def2-TZVPD basis

```
95
Properties=species:S:1:pos:R:3
Y -0.37 0.57 1.27
S -1.55 1.10 -1.08
C 0.08 0.91 -1.74
N 0.22 -0.13 -2.69
C 1.45 -0.07 -3.46
C 2.62 0.12 -2.50
N 2.47 1.38 -1.78
C 3.33 2.45 -2.26
C 3.05 2.91 -3.68
C 3.94 2.63 -4.71
C 3.65 3.00 -6.02
C 2.47 3.66 -6.31
C 1.57 3.94 -5.28
C 1.86 3.57 -3.98
C 1.14 1.70 -1.39
S 1.00 3.22 -0.49
C -0.16 -1.47 -2.30
C -0.84 -2.22 -3.42
C -0.40 -3.46 -3.84
C -1.06 -4.14 -4.87
C -2.16 -3.57 -5.47
C -2.61 -2.32 -5.06
C -1.95 -1.65 -4.04
H 1.41 0.75 -4.18
H 1.55 -1.00 -4.02
H 3.57 0.13 -3.03
H 2.63 -0.71 -1.79
H 4.36 2.09 -2.20
H 3.25 3.29 -1.57
H 4.86 2.11 -4.48
H 4.36 2.78 -6.81
H 2.24 3.95 -7.33
H 0.64 4.45 -5.50
H 1.15 3.79 -3.19
H -0.84 -1.39 -1.46
H 0.71 -2.05 -1.95
H 0.47 -3.91 -3.37
H -0.70 -5.11 -5.19
H -2.68 -4.10 -6.27
H -3.48 -1.87 -5.53
H -2.28 -0.67 -3.71
C 2.13 2.86 2.39
O 0.84 3.40 2.22
C 0.06 2.91 1.09
C -1.07 3.94 1.00
H 2.87 3.40 1.78
H 2.19 1.80 2.11
H 2.40 2.96 3.44
H -1.66 3.97 1.91
H -1.71 3.71 0.15
H -0.65 4.95 0.86
O 3.30 -1.87 0.39
C 2.47 -1.07 0.69
N 1.64 -0.27 0.98
Se -0.56 -0.61 4.01
C 1.11 -0.26 4.85
C 2.10 -1.24 4.97
C 3.29 -0.93 5.61
N 3.58 0.26 6.13
C 2.64 1.20 6.00
C 1.42 0.99 5.38
H 1.93 -2.23 4.57
H 4.06 -1.69 5.71
H 2.88 2.17 6.41
H 0.71 1.81 5.30
C -1.19 -5.16 1.69
N -0.77 -3.78 1.78
C 0.67 -3.57 1.76
C -1.56 -2.75 1.37
O -1.10 -1.73 0.84
N -2.92 -2.94 1.51
C -3.80 -2.04 0.80
C -3.45 -3.47 2.76
H -0.62 -5.67 0.90
H -2.25 -5.22 1.44
H -1.02 -5.68 2.63
H 1.13 -4.28 2.45
H 0.90 -2.56 2.08
H 1.09 -3.72 0.76
H -3.31 -1.66 -0.09
H -4.08 -1.18 1.42
H -4.71 -2.59 0.52
H -2.68 -3.98 3.32
H -4.27 -4.16 2.56
H -3.83 -2.64 3.38
N -4.21 3.37 4.06
C -4.30 2.05 3.44
C -2.94 1.65 2.90
O -1.91 2.26 3.42
O -2.80 0.79 2.05
H -4.95 3.52 4.73
H -4.27 4.11 3.37
H -2.23 2.94 4.04
H -5.02 1.96 2.63
H -4.55 1.31 4.20
```

As for the LUMO energy: 1.94 eV. The calculation puts the molar mass at 863.78 u. As for the HOMO-LUMO gap: 0.210 hartree. For the largest force on an atom, the calculation gives 0.99 eV/Å. Its total charge is -1. For the relative energy (zero: lowest compared OMol25 entry of this formula, charge and spin), the calculation gives 15.04 kcal per mole.

***

No. 2
Formula: Cl4Mn
Source: the Open Molecules 2025 dataset
Level of theory: the ωB97M-V functional and the def2-TZVPD basis

```
5
Properties=species:S:1:pos:R:3
Mn -0.11 0.33 -0.01
Cl 2.03 1.71 0.37
Cl 1.27 -1.79 0.26
Cl -1.95 -0.07 1.66
Cl -1.24 -0.19 -2.28
```

Its expectation value of S² is 8.75. The multiplicity is 6. As for the LUMO energy (spin up / spin down): 6.25 / 6.24 eV. The calculation puts the molar mass at 196.75 u. As for the HOMO-LUMO gap (spin up / spin down): 0.297 / 0.300 hartree. For the largest force on an atom, the calculation gives 1.35 eV/Å. Its total charge is -2. For the relative energy (zero: lowest compared OMol25 entry of this formula, charge and spin), the calculation gives 6.04 kcal per mole.

***

No. 3
Formula: CH10O3S2
Source: the Open Molecules 2025 dataset
Level of theory: the ωB97M-V functional and the def2-TZVPD basis

```
16
Properties=species:S:1:pos:R:3
C -3.45 -0.42 -0.84
S -2.28 -0.09 0.49
S -1.17 -1.72 0.72
H -3.97 0.53 -0.95
H -2.99 -0.71 -1.77
H -4.15 -1.14 -0.44
H -1.03 -2.03 -0.59
H 3.64 0.52 -1.46
H 4.18 0.63 -2.86
O 3.73 1.15 -2.19
H 1.66 0.51 3.39
H 0.28 0.27 2.74
O 0.71 0.63 3.53
H 2.31 0.67 0.48
H 0.92 0.94 -0.18
O 1.60 0.27 -0.05
```

Its expectation value of S² is 0.75. The multiplicity is 2. As for the LUMO energy (spin up / spin down): -4.74 / -8.49 eV. The calculation puts the molar mass at 134.22 u. As for the HOMO-LUMO gap (spin up / spin down): 0.330 / 0.192 hartree. For the largest force on an atom, the calculation gives 0.69 eV/Å. Its total charge is +1. For the relative energy (zero: lowest compared OMol25 entry of this formula, charge and spin), the calculation gives 19.50 kcal per mole.

***

No. 4
Formula: C4H13N2S
Source: the Open Molecules 2025 dataset
Level of theory: the ωB97M-V functional and the def2-TZVPD basis

```
20
Properties=species:S:1:pos:R:3
N 1.99 0.85 1.56
C 1.42 0.05 0.50
C -0.08 0.33 0.37
N -0.63 0.42 1.78
C -0.84 -0.69 -0.45
C -0.83 -0.35 -1.93
S -1.84 -1.60 -2.77
H 2.90 0.52 1.84
H 2.08 1.83 1.32
H 1.58 -1.00 0.71
H 1.85 0.24 -0.49
H -0.24 1.32 -0.05
H 0.10 0.19 2.47
H -1.44 -0.19 1.93
H -0.97 1.37 1.98
H -1.87 -0.77 -0.08
H -0.43 -1.70 -0.31
H 0.20 -0.28 -2.27
H -1.29 0.62 -2.09
H -1.66 -1.17 -4.02
```

As for the LUMO energy: -3.37 eV. The calculation puts the molar mass at 121.23 u. As for the HOMO-LUMO gap: 0.326 hartree. For the largest force on an atom, the calculation gives 0.71 eV/Å. Its total charge is +1. For the relative energy (zero: lowest compared OMol25 entry of this formula, charge and spin), the calculation gives 12.70 kcal per mole.

***

No. 5
Formula: C14H39BaN3O9P
Source: the Open Molecules 2025 dataset
Level of theory: the ωB97M-V functional and the def2-TZVPD basis

```
67
Properties=species:S:1:pos:R:3
Ba 1.48 -0.05 -0.89
P 1.43 1.63 -3.55
O 2.04 2.88 -4.14
O 0.50 1.90 -2.24
O 2.70 0.89 -2.91
O 0.70 0.67 -4.48
C 4.02 0.57 3.23
C 3.00 0.28 2.11
C 1.61 0.71 2.54
O 0.70 0.56 1.47
C -0.38 1.45 1.52
N 3.33 0.98 0.85
H 5.03 0.47 2.84
H 3.86 0.07 4.18
H 3.95 1.65 3.45
H 3.08 -0.81 1.95
H 1.73 1.79 2.75
H 1.28 0.18 3.44
H -0.93 1.37 0.58
H -0.04 2.48 1.65
H -1.10 1.27 2.33
H 4.28 0.70 0.62
H 3.42 1.98 1.04
C -3.01 1.67 -2.55
C -2.77 0.55 -1.55
C -3.75 -0.57 -1.66
O -4.91 -0.30 -0.91
C -5.88 -1.30 -1.02
N -1.37 0.02 -1.59
H -3.00 1.27 -3.57
H -2.20 2.41 -2.56
H -3.92 2.21 -2.29
H -2.86 0.97 -0.54
H -3.30 -1.52 -1.31
H -3.95 -0.80 -2.73
H -6.20 -1.43 -2.07
H -6.74 -0.98 -0.43
H -5.53 -2.27 -0.66
H -0.79 0.86 -1.86
H -1.29 -0.56 -2.44
C -1.17 -2.90 0.54
C 0.31 -2.99 0.87
C 0.62 -4.31 1.55
O 1.93 -4.22 2.04
C 2.42 -5.48 2.49
N 1.13 -2.78 -0.31
H -1.51 -1.91 0.22
H -1.77 -3.23 1.39
H -1.38 -3.54 -0.33
H 0.50 -2.25 1.65
H 0.55 -5.12 0.80
H -0.08 -4.56 2.36
H 2.61 -6.13 1.64
H 1.72 -5.96 3.19
H 3.32 -5.29 3.07
H 0.97 -3.48 -1.03
H 2.13 -2.91 -0.14
C -0.41 4.70 -0.87
C 0.98 4.61 -0.28
O 1.43 3.25 -0.25
O -0.39 4.47 -2.26
H -0.89 5.66 -0.70
H -1.04 3.92 -0.39
H 1.12 5.03 0.72
H 1.62 5.13 -1.01
H 1.07 2.85 -1.11
H 0.00 3.60 -2.46
```

As for the LUMO energy: 1.59 eV. The calculation puts the molar mass at 561.78 u. As for the HOMO-LUMO gap: 0.150 hartree. For the largest force on an atom, the calculation gives 3.68 eV/Å. Its total charge is -1.

***

No. 6
Formula: C23H19N4O4
Source: the Open Molecules 2025 dataset
Level of theory: the ωB97M-V functional and the def2-TZVPD basis

```
50
Properties=species:S:1:pos:R:3
C -9.03 1.66 1.08
O -8.45 1.57 2.46
C -7.18 2.05 2.67
C -6.67 2.09 3.98
C -5.45 2.70 4.22
C -4.69 3.25 3.17
C -3.27 3.87 3.28
C -3.26 5.34 3.55
C -3.95 6.27 2.69
O -4.97 5.96 2.06
N -3.43 7.57 2.62
C -4.08 8.52 1.74
C -2.14 7.87 3.06
O -1.63 8.90 2.67
N -1.49 6.95 3.88
C -0.19 7.30 4.41
C -2.16 5.83 4.35
O -1.79 5.31 5.41
C -2.30 3.48 2.03
C -0.94 3.91 2.44
N 0.07 4.39 2.75
C -2.24 2.01 1.56
C -2.94 1.49 0.48
C -3.14 0.11 0.33
C -2.51 -0.78 1.19
C -2.76 -2.18 1.01
N -2.80 -3.34 0.82
C -1.82 -0.27 2.29
C -1.61 1.11 2.41
C -5.23 3.24 1.92
C -6.40 2.56 1.60
H -10.06 1.34 1.23
H -8.92 2.71 0.67
H -8.45 0.97 0.41
H -7.33 1.64 4.73
H -5.10 2.67 5.26
H -2.80 3.36 4.17
H -5.04 8.09 1.45
H -4.15 9.46 2.30
H -3.41 8.67 0.87
H 0.14 8.17 3.84
H -0.31 7.51 5.47
H 0.45 6.42 4.26
H -2.57 4.05 1.13
H -3.40 2.17 -0.25
H -3.71 -0.26 -0.50
H -1.38 -0.97 2.99
H -1.00 1.46 3.26
H -4.64 3.75 1.13
H -6.69 2.52 0.54
```

As for the LUMO energy: 2.35 eV. The calculation puts the molar mass at 415.43 u. As for the HOMO-LUMO gap: 0.236 hartree. For the largest force on an atom, the calculation gives 2.97 eV/Å. Its total charge is -1. For the relative energy (zero: lowest compared OMol25 entry of this formula, charge and spin), the calculation gives 46.59 kcal per mole.

***

No. 7
Formula: C25H50N6O8S
Source: the Open Molecules 2025 dataset
Level of theory: the ωB97M-V functional and the def2-TZVPD basis

```
90
Properties=species:S:1:pos:R:3
O 2.54 -10.80 -3.89
N 3.33 -9.96 -3.43
O 3.71 -9.10 -4.40
C 2.70 -8.03 -4.46
C 3.22 -6.67 -3.65
C 4.42 -6.69 -2.50
C 4.81 -5.27 -1.76
C 4.01 -3.89 -2.17
N 4.16 -2.47 -1.63
S 2.99 -1.50 -2.55
N 2.16 -2.59 -3.69
C 2.85 -3.89 -3.33
C 2.42 -5.27 -4.10
H 2.52 -7.80 -5.62
H 1.67 -8.32 -3.94
H 4.98 -7.69 -2.20
H 5.63 -5.30 -0.92
H 1.57 -5.31 -4.91
C -0.57 3.72 -0.02
O -1.35 3.77 -1.21
C -1.16 4.96 -1.98
C -0.36 4.67 -3.26
N 1.04 4.35 -2.96
C 1.78 3.76 -4.09
C 1.25 2.44 -4.68
O 1.39 1.31 -3.82
C 0.37 1.20 -2.83
H -0.95 2.92 0.61
H 0.47 3.50 -0.25
H -0.64 4.66 0.54
H -0.69 5.77 -1.40
H -2.16 5.30 -2.27
H -0.39 5.54 -3.92
H -0.85 3.83 -3.77
H 1.08 3.68 -2.19
H 2.80 3.59 -3.73
H 1.85 4.51 -4.89
H 1.87 2.21 -5.56
H 0.23 2.52 -5.06
H -0.60 1.54 -3.19
H 0.67 1.73 -1.93
H 0.28 0.14 -2.55
C -0.58 8.00 5.05
O 0.09 7.13 5.95
C -0.73 6.65 7.02
C -1.09 5.17 6.82
N -2.02 4.98 5.71
C -2.16 3.58 5.28
C -0.89 2.85 4.79
O -0.37 3.33 3.55
C 0.43 4.50 3.66
H 0.17 8.49 4.42
H -1.25 7.44 4.39
H -1.14 8.77 5.59
H -1.64 7.26 7.15
H -0.13 6.74 7.93
H -1.55 4.79 7.74
H -0.15 4.63 6.66
H -1.70 5.52 4.91
H -2.88 3.58 4.45
H -2.61 3.00 6.09
H -1.18 1.81 4.60
H -0.10 2.80 5.55
H 1.01 4.53 4.59
H -0.20 5.39 3.57
H 1.13 4.52 2.82
C -2.69 -3.70 2.47
O -3.47 -3.66 1.28
C -3.28 -2.46 0.51
C -2.48 -2.76 -0.77
N -1.08 -3.08 -0.48
C -0.34 -3.66 -1.60
C -0.87 -4.98 -2.20
O -0.73 -6.11 -1.33
C -1.75 -6.23 -0.34
H -3.07 -4.51 3.09
H -1.65 -3.92 2.24
H -2.76 -2.76 3.03
H -2.81 -1.65 1.09
H -4.28 -2.12 0.21
H -2.51 -1.88 -1.43
H -2.97 -3.59 -1.28
H -1.04 -3.74 0.30
H 0.68 -3.84 -1.25
H -0.27 -2.91 -2.40
H -0.25 -5.21 -3.07
H -1.89 -4.90 -2.58
H -2.72 -5.88 -0.70
H -1.45 -5.69 0.56
H -1.84 -7.28 -0.07
```

As for the LUMO energy: -1.58 eV. The calculation puts the molar mass at 594.78 u. As for the HOMO-LUMO gap: 0.254 hartree. For the largest force on an atom, the calculation gives 7.55 eV/Å. Its total charge is 0.

***

No. 8
Formula: C36H39GeMnN7O4S2
Source: the Open Molecules 2025 dataset
Level of theory: the ωB97M-V functional and the def2-TZVPD basis

```
90
Properties=species:S:1:pos:R:3
Mn -0.56 -1.01 -0.04
C 2.62 4.13 4.49
C 2.47 3.31 3.24
C 3.14 3.67 2.07
C 3.03 2.92 0.92
C 2.22 1.80 0.95
C 1.53 1.39 2.07
C 1.67 2.17 3.22
S 0.41 1.17 -1.25
O 0.60 -0.09 -1.94
O 0.57 2.40 -1.94
N -0.60 0.99 -0.13
C -1.59 1.99 0.08
C -1.24 3.28 0.37
C -2.20 4.29 0.53
C -3.52 3.98 0.42
C -3.93 2.65 0.18
C -5.30 2.33 0.16
C -5.69 1.04 0.02
C -4.71 0.07 -0.15
N -3.41 0.32 -0.21
C -2.97 1.62 -0.01
H 2.23 5.14 4.34
H 3.68 4.23 4.75
H 2.10 3.68 5.33
H 3.77 4.56 2.07
H 3.55 3.19 0.01
H 0.92 0.50 2.07
H 1.15 1.86 4.12
H -0.19 3.51 0.47
H -1.89 5.31 0.74
H -4.28 4.74 0.53
H -6.02 3.13 0.29
H -6.73 0.74 0.04
H -4.98 -0.97 -0.28
N 6.03 -0.61 -5.15
C 5.25 -0.60 -4.05
C 5.47 -1.52 -3.01
C 4.69 -1.51 -1.89
C 3.64 -0.57 -1.79
C 3.40 0.35 -2.81
C 4.20 0.33 -3.93
S 2.90 -0.55 -0.23
O 2.15 1.08 -0.28
O 3.91 -0.53 0.77
N 1.59 -1.31 0.20
C 1.34 -2.55 -0.45
N 0.05 -2.90 -0.38
C -0.27 -4.10 -0.88
C 0.67 -4.90 -1.49
C 1.96 -4.39 -1.59
N 2.31 -3.22 -1.06
H 6.82 -1.24 -5.22
H 5.93 0.08 -5.87
H 6.28 -2.24 -3.08
H 4.88 -2.21 -1.09
H 2.64 1.10 -2.76
H 4.03 1.05 -4.72
H -1.30 -4.40 -0.78
H 0.41 -5.87 -1.88
H 2.74 -4.94 -2.11
C -0.87 -1.19 6.28
C -0.90 -1.23 4.78
C -0.17 -2.16 4.05
C -0.21 -2.15 2.67
N -0.94 -1.27 1.97
C -1.66 -0.39 2.67
C -1.67 -0.33 4.04
H -0.05 -1.79 6.67
H -1.81 -1.58 6.68
H -0.76 -0.17 6.64
H 0.44 -2.90 4.55
H 0.35 -2.87 2.10
H -2.26 0.31 2.09
H -2.28 0.41 4.54
C -1.38 -2.13 -3.43
Ge -2.84 -1.24 -2.49
C -3.24 0.47 -3.30
C -4.36 -2.45 -2.60
C -2.54 -0.90 -0.54
H -1.51 -1.94 -4.50
H -1.44 -3.20 -3.27
H -0.39 -1.78 -3.15
H -3.38 0.33 -4.38
H -2.43 1.19 -3.16
H -4.17 0.90 -2.91
H -4.42 -2.88 -3.61
H -5.31 -1.96 -2.40
H -4.23 -3.28 -1.90
H -3.10 -1.71 -0.08
```

Its expectation value of S² is 0.85. The multiplicity is 2. As for the LUMO energy (spin up / spin down): -5.57 / -5.58 eV. The calculation puts the molar mass at 825.43 u. As for the HOMO-LUMO gap (spin up / spin down): 0.275 / 0.267 hartree. For the largest force on an atom, the calculation gives 1.81 eV/Å. Its total charge is +2. For the relative energy (zero: lowest compared OMol25 entry of this formula, charge and spin), the calculation gives 6.40 kcal per mole.